# 1
Entry from OMol25: a cluster of 11 separate species, C5H35N2O10 in total at a distorted geometry (the ωB97M-V functional and the def2-TZVPD basis).

Structure (XYZ):
```
52
Properties=species:S:1:pos:R:3
N 0.1493 0.6581 1.3903
C -0.0605 0.5139 -0.0374
C -1.3435 0.9786 -0.6985
N -1.7157 -0.1510 -1.7140
C -2.2033 0.4461 -2.9871
C -1.4012 1.5243 -3.5390
C -2.3940 -1.3158 -1.0935
H -0.4126 0.0814 1.9021
H 1.1664 0.7625 1.6391
H -0.1180 1.5830 1.7995
H 0.7734 1.0928 -0.5322
H -0.0184 -0.6335 -0.2888
H -1.2920 2.0610 -0.9689
H -2.1602 1.1706 0.0472
H -3.2975 0.6757 -3.1348
H -1.9969 -0.3884 -3.8857
H -1.7764 2.5324 -3.4506
H -0.5245 1.6032 -3.0663
H -1.3568 1.2778 -4.6921
H -3.0943 -0.8919 -0.4412
H -1.5386 -1.9247 -0.7478
H -2.8783 -1.9631 -1.7581
H 2.8771 -0.8456 0.1456
H 4.1385 -1.8197 0.4401
O 3.4916 -1.1455 0.8647
H 3.2832 -0.9063 -2.7419
H 1.9122 -0.1887 -2.1824
O 2.8705 -0.6650 -1.9704
H 2.5540 1.6293 -2.2742
H 2.8683 2.6165 -1.2900
O 2.8649 1.6817 -1.4663
H -2.3363 0.2381 3.7276
H -1.9792 -1.1563 3.1708
O -1.5939 -0.3996 3.7396
H 2.8527 1.0940 1.3412
H 3.5108 1.4884 2.6847
O 2.6363 1.5782 2.0661
H 0.2557 -2.9394 -3.2437
H 0.1087 -1.5822 -2.2016
O 0.6876 -2.2305 -2.7903
H -0.5333 -2.8353 2.0057
H -1.2645 -4.0784 2.6129
O -1.3274 -3.2104 2.3843
H -3.8742 -0.0285 1.9537
H -4.0168 1.1536 2.9740
O -3.4298 0.7706 2.2378
H 2.3268 -2.0730 1.7627
H 2.0421 -3.4092 1.2716
O 1.5680 -2.7338 1.8211
H 0.1073 4.0548 -0.4095
H -0.1625 4.8287 0.9452
O -0.3636 4.0154 0.5241
```

Values from the calculation:
- total charge = +1
- 2S+1 = 1
- M (g/mol) = 283.3
- E (eV) = -29197.6348
- orbital gap (eV) = 9.0775
- lowest unoccupied orbital energy (eV) = -2.684
- HOMO (eV) = -11.8

***

# 2
Entry from OMol25: a cluster of 12 separate species, C5H35NO12S in total at a distorted geometry (the ωB97M-V functional and the def2-TZVPD basis).

Structure (XYZ):
```
54
Properties=species:S:1:pos:R:3
C 0.1093 -2.4242 -0.9503
C -0.1412 -1.5224 -2.1468
N 0.7228 -0.3819 -1.9528
C 0.2219 0.9548 -2.2344
C -0.5989 1.4245 -1.0575
O -1.4238 2.5900 -1.4809
C -0.4622 1.0328 -3.6042
S -0.0355 2.4454 -4.5823
H 0.8847 -1.9931 -0.2790
H -0.8897 -2.6620 -0.4299
H 0.4674 -3.3882 -1.3287
H 0.0859 -2.1172 -3.0079
H -1.0943 -1.0846 -2.2129
H 1.6256 -0.5143 -2.4755
H 1.2094 1.5683 -2.1571
H 0.1754 1.9838 -0.4464
H -1.1084 0.6527 -0.5451
H -2.3743 2.1903 -1.5513
H -0.1459 0.2804 -4.1847
H -1.6252 1.1602 -3.6710
H -0.9178 3.2930 -3.9110
O 2.3355 -1.2388 2.1870
H 3.2172 -0.9516 2.4245
H 1.6927 -0.8324 2.5998
O 0.5601 4.8673 -0.3589
H 0.0348 5.2457 -1.0417
H 0.2036 3.9554 -0.3561
O 2.6530 0.8690 4.0496
H 1.8690 1.2242 3.6620
H 3.3020 1.4971 3.7493
O -0.1229 -3.6485 2.2825
H 0.1960 -4.0355 3.1264
H 0.4675 -3.1107 1.8979
O -3.4453 0.7796 1.0495
H -2.7805 0.1750 1.5603
H -4.0198 0.8357 1.7544
O 2.1655 1.9789 0.7018
H 2.8937 2.3916 0.2256
H 2.1479 0.9579 0.4324
O 3.6876 -0.4113 0.0568
H 4.4840 -0.6107 0.5774
H 3.1284 -0.9997 0.4256
O -1.9939 -3.1550 -2.8320
H -2.8943 -2.9268 -2.7973
H -1.7256 -3.5281 -2.0140
O 0.1301 2.0900 3.1237
H -0.0848 2.9743 3.4388
H -0.1425 2.1161 2.1982
O -2.8762 -2.8772 0.6872
H -3.3277 -2.8952 1.6029
H -2.2607 -3.5349 0.7373
O -1.7128 -0.4735 3.0083
H -1.7200 0.4404 3.2269
H -0.7467 -0.6564 2.8237
```

Values from the calculation:
- total charge = 0
- 2S+1 = 1
- M (g/mol) = 333.4
- E (eV) = -42644.8775
- orbital gap (eV) = 8.2549
- lowest unoccupied orbital energy (eV) = 0.015
- HOMO (eV) = -8.2

***

# 3
Entry from OMol25: a cluster of 13 separate species, C5H36N2O13 in total at a distorted geometry (the ωB97M-V functional and the def2-TZVPD basis).

Structure (XYZ):
```
56
Properties=species:S:1:pos:R:3
O 1.8285 1.4728 3.2071
C 1.4935 0.5083 2.5544
C 0.0062 0.2370 2.1590
C -0.8268 0.5426 3.4010
C -2.2977 0.0903 3.2498
N -0.1748 -1.0936 1.6443
C 0.2775 -1.3468 0.2800
N -0.9396 -1.4807 -0.5626
H 2.2465 -0.2955 2.5419
H -0.3752 0.7724 1.2782
H -0.3530 -0.0841 4.1775
H -0.6231 1.5666 3.7096
H -2.5671 0.2404 2.2094
H -2.8657 0.5011 4.0830
H -2.2348 -0.9801 3.4186
H 0.1445 -1.8368 2.2556
H 0.9518 -2.2016 0.1890
H 0.7441 -0.4428 -0.1256
H -1.6833 -1.9273 -0.0354
H -1.2066 -0.5437 -0.8290
H -0.0354 -3.6406 3.5940
H -0.3905 -4.7834 2.5600
O -0.5317 -3.8728 2.8088
H -0.2671 4.7956 -0.0025
H 1.1601 4.4036 -0.4099
O 0.2936 4.6250 -0.7621
H 3.5742 -0.4060 0.2615
H 4.2700 -1.3547 1.2951
O 3.4353 -1.0446 0.9687
H -4.0949 0.3928 -1.5473
H -2.7865 0.3157 -0.7676
O -3.7361 0.2804 -0.6642
H -3.3936 -1.4269 1.3012
H -2.4019 -2.2165 2.1821
O -3.2431 -2.2551 1.7382
H -0.2045 2.1959 -2.4533
H -0.2429 2.5923 -3.8315
O 0.4173 2.3005 -3.1855
H -2.0184 0.9456 -3.9778
H -2.9897 1.8454 -3.2477
O -2.4422 1.0654 -3.0934
H -0.5079 -2.4974 -3.4708
H -0.2637 -1.5450 -2.3703
O -0.0380 -1.6662 -3.3198
H 2.2269 0.7431 -3.2891
H 1.8153 -0.7956 -3.1523
O 2.3602 -0.0665 -2.8408
H 3.1089 3.2726 1.7664
H 1.6440 3.1183 1.9453
O 2.2834 3.5342 1.3504
H -0.6236 -0.4455 -4.3405
H 0.1084 0.8486 -4.2697
O -0.5141 0.3884 -4.8738
H 3.9647 -0.6263 -2.1607
H 4.0366 -1.7637 -1.1395
O 4.4817 -0.9553 -1.4074
```

Values from the calculation:
- total charge = 0
- 2S+1 = 1
- M (g/mol) = 332.3
- E (eV) = -35366.3562
- orbital gap (eV) = 9.1743
- lowest unoccupied orbital energy (eV) = 0.060
- HOMO (eV) = -9.1